2 unconnected molecules or ions with the total composition C26H21N2O in a non-equilibrium geometry, computed with ωB97M-V/def2-TZVPD.

Atoms and positions in Å:
O 4.00815 -0.70900 -1.55947
N -2.79718 3.21134 2.39944
N -1.55163 5.23509 2.02083
C -3.39672 2.26610 1.59535
C 5.81808 -0.94590 -0.01451
C -2.14360 4.77229 -0.73841
C -3.59040 -3.65305 -0.77899
C 2.64923 -0.74428 -1.26243
C -4.88980 -1.98853 0.40565
C -1.18818 6.11651 1.05896
C -4.80392 -3.25385 -0.20128
C -3.79262 -1.13897 0.42030
C 4.88168 -1.55560 -0.85810
C 0.50571 -1.84220 -1.16715
C -2.15832 4.14471 1.59598
C 6.40221 -3.13411 0.85264
C 5.53839 -3.72948 -0.07158
C -2.48945 -2.80265 -0.77433
C -2.40390 3.79376 0.22068
C 0.74759 0.41782 -0.34381
C 2.07534 0.41830 -0.71800
C -1.50138 5.93760 -0.30088
C -2.54149 -1.50365 -0.17866
C -1.47467 -0.55939 -0.16726
C 1.86036 -1.87714 -1.47474
C 4.77728 -2.94458 -0.94473
C -3.10633 2.54650 0.26028
C 6.51530 -1.73986 0.89612
C -0.11536 -0.70761 -0.56217
H 5.43752 -4.81496 -0.12358
H -1.71659 0.42004 0.24683
H -3.49702 -4.63844 -1.24267
H -1.58343 -3.14303 -1.25476
H 2.29991 -2.79017 -1.87819
H -2.81925 3.29923 3.41499
H 7.15385 -1.25997 1.64061
H -5.66664 -3.92237 -0.21658
H 2.71255 1.28769 -0.55899
H -2.47558 4.62342 -1.76672
H -3.86865 -0.15850 0.89408
H -0.65665 7.00906 1.40457
H -4.02150 1.49174 2.02623
H -1.21865 6.72932 -0.99125
H 0.32840 1.30859 0.12606
H 6.98909 -3.75444 1.53350
H -0.05994 -2.72748 -1.41709
H -3.36916 1.95009 -0.60863
H 5.92779 0.13947 -0.03850
H -5.83100 -1.68051 0.86853
H 4.10059 -3.39893 -1.66815

The calculation puts the relative energy (zero: lowest compared OMol25 entry of this formula, charge and spin) at 2.010 eV. As for the highest occupied orbital energy: -10.791 eV. The HOMO-LUMO gap is 5.08 eV. The value obtained for the largest force on an atom is 0.0285 hartree/bohr. Its total charge is +1. The value obtained for the LUMO energy is -0.2097 Eh.